This record from OMol25 describes a molecular structure, C27H30BClCuO4. The level of theory is wB97M-V/def2-TZVPD.

Structure (XYZ):
```
64
Properties=species:S:1:pos:R:3:forces:R:3
Cu 14.3363 11.1079 9.3195 0.324 0.266 -0.443
Cl 19.0401 10.0246 9.1479 0.208 -0.357 -0.574
C 18.0247 10.0205 7.7219 -1.225 0.690 -0.559
C 18.5525 10.0021 6.4141 -0.580 -0.265 0.814
C 17.7316 10.1852 5.3070 -1.751 0.600 1.416
C 16.3268 10.3976 5.5385 2.263 -0.023 -0.549
C 15.8305 10.4158 6.8119 0.174 0.025 -0.342
C 16.6403 10.2254 7.9320 0.675 -0.605 -0.090
C 15.9985 10.1586 9.2524 0.512 0.834 1.544
H 19.5918 9.7809 6.3096 0.605 0.207 -0.184
H 18.1696 10.3654 4.3499 0.105 -0.369 -0.565
H 15.6580 10.6588 4.7465 -0.117 -0.036 -0.595
H 14.7878 10.6983 6.9036 -0.010 -0.247 0.359
H 16.6143 10.5856 10.0771 -0.220 -0.434 -0.641
H 15.7246 9.1519 9.5343 -0.026 -0.614 0.006
O 16.1590 13.6549 9.6545 -1.090 -0.745 -0.771
B 15.1716 12.9407 8.8704 -0.781 2.928 0.533
O 14.3808 13.9929 8.2147 0.111 -0.027 0.576
C 14.8250 15.2868 8.6363 1.550 -6.890 1.329
C 14.4598 16.4710 8.2639 -0.673 4.743 -1.923
C 15.3450 17.5623 8.6086 -1.276 -0.382 0.779
C 16.3586 17.3113 9.5029 1.194 -0.144 -0.559
C 16.7085 15.9933 9.8793 0.557 0.733 1.004
C 15.9118 14.9804 9.4912 0.010 0.592 -0.961
H 13.5956 16.6562 7.6089 0.533 -0.239 0.256
H 15.1475 18.5929 8.2815 -0.029 -0.646 0.099
H 17.0727 18.0863 9.7807 -0.379 0.037 -0.026
H 17.6007 15.7782 10.4633 -0.135 0.207 -0.032
C 5.7126 11.4346 8.8130 0.830 0.273 1.579
C 7.1936 11.4330 9.1167 1.205 -0.005 -0.143
C 8.1449 11.9458 8.2304 -0.768 0.388 -1.826
C 9.5242 11.9376 8.3546 -0.109 -1.056 1.179
C 10.3703 12.5827 7.3266 -1.140 1.577 -0.624
C 10.0354 11.2010 9.4488 -1.082 -0.195 -0.640
C 11.3787 10.7631 9.5607 3.835 1.058 0.579
O 12.4289 11.3598 9.1323 -3.372 -1.271 0.572
C 9.1215 10.6628 10.3888 -0.291 1.350 0.766
C 9.5287 10.1601 11.7406 0.801 -1.019 0.217
C 7.7628 10.9098 10.2720 -0.289 -0.464 -0.301
H 5.2271 12.1888 9.4423 -0.038 -0.070 -0.092
H 5.2225 10.4809 9.0198 0.219 0.042 -0.186
H 5.6306 11.7393 7.8114 -0.602 0.189 -1.390
H 7.8529 12.2981 7.2298 -0.466 0.130 0.559
H 10.3209 13.6992 7.5191 0.433 -1.148 -0.182
H 9.9127 12.4557 6.3269 0.287 -0.046 0.409
H 11.3773 12.2407 7.3340 0.741 -0.022 -0.018
H 11.5499 9.8669 10.1951 -0.046 0.281 -0.544
H 9.9664 10.9328 12.3828 -0.190 0.123 -0.259
H 10.3148 9.3688 11.7027 -0.746 0.289 0.064
H 8.6179 9.7894 12.2212 0.489 -0.176 0.162
H 7.1206 10.6011 11.0773 -0.208 -0.207 0.203
C 12.2315 5.7315 8.6146 0.216 -0.511 0.850
C 13.1743 5.4203 9.8061 1.357 -0.413 -0.477
C 12.9778 6.6105 10.7182 -0.312 0.848 0.494
O 12.7456 7.7675 9.8829 -0.167 -1.369 -0.763
C 12.2783 7.2400 8.6000 1.096 2.011 -0.902
H 11.2168 5.3623 8.8290 0.346 -0.050 -0.352
H 12.6746 5.3309 7.6878 -0.681 -0.009 0.337
H 14.2372 5.4947 9.4136 -1.091 -0.265 0.452
H 13.0761 4.4158 10.3118 -0.149 1.134 -0.607
H 13.8821 6.8417 11.3044 -0.584 -0.221 0.133
H 12.0552 6.5337 11.3249 0.617 -0.369 0.243
H 13.0505 7.5696 7.8428 -0.826 -0.190 0.626
H 11.3402 7.7690 8.3644 0.156 -0.454 -0.014
```
Positions in Å, forces in eV/Å.

Computed properties:
Spin multiplicity = 2
Expectation value of S² = 0.755
Energy = -94512.036 eV
HOMO (alpha / beta) = -6.47 / -7.95 eV
HOMO-LUMO gap (alpha / beta) = 5.589 / 7.050 eV

***

This record from OMol25 describes a gas-phase ion, C9H14N3O2S (charge +1). The level of theory is wB97M-V/def2-TZVPD.

Structure (XYZ):
```
29
Properties=species:S:1:pos:R:3:forces:R:3
C 2.6698 -1.5905 -0.6016 3.205 2.887 -0.022
C 1.3932 -1.2476 0.1313 0.445 0.184 -1.096
C 0.6910 -0.1706 -0.1936 -3.529 0.840 3.990
N 0.7041 0.7650 -1.1986 1.641 1.683 2.033
C 0.2252 0.4623 -2.3563 -0.641 -2.484 -0.910
N -0.0757 1.3786 -3.2152 -0.425 2.723 -1.762
N 0.0276 -0.8315 -2.6938 1.030 -0.363 2.230
C 0.9714 -2.1322 1.1833 -0.496 1.028 -0.248
C -0.0726 -1.9654 2.0001 -0.463 -1.571 1.228
C -0.9872 -0.8649 2.1163 -0.006 1.749 -0.561
C -0.9394 0.1417 1.2362 4.542 -1.381 -2.775
S -1.6448 1.6618 0.8318 -0.910 0.589 1.037
C -2.0692 2.3013 2.5347 -3.278 -3.097 -0.496
O -0.6317 2.6005 0.3169 -1.239 -1.223 0.256
O -2.7697 1.1896 0.0303 0.857 1.445 0.405
H 2.7896 -2.5512 -1.0871 -0.451 -0.284 0.182
H 3.0165 -0.7665 -1.3993 -1.176 -1.750 1.626
H 3.5451 -1.4750 0.1839 -1.683 -0.546 -1.385
H 0.7924 1.7911 -0.9642 -0.294 -1.612 0.088
H -0.4143 0.9801 -4.1089 0.341 1.529 0.641
H 0.0463 2.4289 -2.9818 -0.543 -2.649 -0.976
H -0.5657 -1.0176 -3.4467 -0.892 -0.484 -1.137
H 0.1392 -1.5802 -1.9633 -0.232 1.362 -1.173
H 1.5813 -2.9790 1.2900 0.564 -1.180 0.249
H -0.2528 -2.8096 2.6931 0.140 0.703 -0.271
H -1.6447 -0.7504 2.9769 -0.014 -0.478 -0.084
H -2.8420 1.4827 3.0330 2.074 2.058 -1.364
H -1.1517 2.2801 3.0257 1.572 -0.057 0.924
H -2.5309 3.2685 2.6270 -0.140 0.381 -0.628
```
Positions in Å, forces in eV/Å.

Computed properties:
Structure (SMILES) = CC(=C=[NH+]C(N)=[NH2+])/C=C\C=C=[S@@](C)(=O)[O-]
Relative energy (zero: lowest compared OMol25 entry of this formula, charge and spin) = 64.68 kcal/mol
Energy = -28950.008 eV
Charge = +1
HOMO = -12.40 eV
HOMO-LUMO gap = 9.044 eV

***

This record from OMol25 describes C3H5N3 in the gas phase. The level of theory is wB97M-V/def2-TZVPD.

Structure (XYZ):
```
11
Properties=species:S:1:pos:R:3:forces:R:3
N 0.7307 1.4329 -0.9366 0.181 0.085 0.100
C 0.2320 0.2831 -0.3320 0.046 -0.306 0.006
C 0.6945 -1.0461 -0.3270 0.102 -0.131 -0.231
N -0.1921 -1.8455 0.2644 0.072 0.095 -0.160
N -1.1449 -1.0468 0.7231 0.057 -0.272 0.224
C -0.9302 0.2763 0.4266 0.796 -0.035 0.193
H 1.6555 1.7251 -0.6591 0.038 -0.027 -0.089
H 0.0602 2.1927 -0.9155 0.259 -0.112 0.088
H 1.6638 -1.4264 -0.6130 -0.225 -0.132 -0.405
H -1.9921 -1.4608 1.0815 0.266 0.078 0.112
H -0.7304 0.9505 1.2498 -1.593 0.756 0.161
```
Positions in Å, forces in eV/Å.

Computed properties:
Structure (SMILES) = Nc1cn[nH]c1
Relative energy (zero: lowest compared OMol25 entry of this formula, charge and spin) = 43.13 kcal/mol
Energy = -7660.585 eV
HOMO = -8.46 eV
HOMO-LUMO gap = 9.558 eV

***

This record from OMol25 describes a molecular structure, C18H25ClCoIN6O5. The level of theory is wB97M-V/def2-TZVPD.

Structure (XYZ):
```
57
Properties=species:S:1:pos:R:3:forces:R:3
Co 0.3625 2.0769 -1.2877 -0.173 0.340 0.247
N 1.6709 1.4838 0.0623 0.113 -0.040 0.046
C 1.7282 0.0190 -0.2096 0.051 0.012 -0.019
C 2.6803 -0.7771 0.6585 0.001 -0.043 0.000
C 2.2606 -0.9575 2.1174 0.001 -0.003 0.011
C 1.0077 -1.8150 2.3069 -0.027 0.035 -0.038
N -0.2407 -1.1200 1.9710 -0.001 -0.024 0.053
C -0.8802 -0.2791 2.7667 0.016 -0.025 0.060
N -0.4606 -0.0788 4.0256 -0.001 -0.014 -0.023
N -1.9498 0.3776 2.3169 -0.051 0.050 -0.033
C 1.9670 -0.1691 -1.7271 -0.075 -0.086 0.012
O 2.6565 -1.0867 -2.1235 -0.001 0.013 0.005
O 1.3167 0.6883 -2.4368 -0.017 -0.054 -0.056
H 2.5949 1.8994 -0.0310 0.001 -0.014 -0.007
H 1.3581 1.6622 1.0123 0.037 -0.002 0.017
H 0.7061 -0.3278 -0.0658 0.002 -0.014 -0.031
H 3.6795 -0.3356 0.6126 -0.011 0.028 -0.004
H 2.7712 -1.7564 0.1832 0.054 0.004 0.014
H 2.1225 0.0052 2.6244 0.015 -0.001 -0.008
H 3.0787 -1.4570 2.6396 -0.016 0.001 0.048
H 0.9355 -2.1896 3.3306 0.027 -0.024 -0.012
H 1.0538 -2.6997 1.6712 -0.039 0.012 -0.025
H -0.6716 -1.3086 1.0730 -0.046 -0.023 -0.012
H 0.2219 -0.6898 4.4380 -0.016 -0.011 0.005
H -1.0141 0.4761 4.6549 0.021 0.027 -0.008
H -2.0496 0.5178 1.3123 0.064 -0.050 -0.043
H -2.3837 1.0700 2.9035 -0.024 -0.047 0.038
C -4.1575 -2.4064 1.0691 0.000 0.015 -0.004
C -2.8919 -2.4807 0.2587 0.035 -0.008 0.030
C -2.0578 -3.5873 0.3673 0.010 0.046 0.029
C -0.9018 -3.6902 -0.3920 0.005 0.022 0.002
Cl 0.1451 -5.0565 -0.1747 0.006 0.003 0.003
C -0.5717 -2.7092 -1.3101 0.034 -0.013 0.025
C -1.3935 -1.5944 -1.4341 -0.004 0.024 0.005
C -2.5280 -1.4677 -0.6376 -0.067 0.041 -0.016
O -3.3445 -0.3602 -0.6405 0.028 0.018 -0.027
C -3.1288 0.6371 -1.6151 -0.039 -0.046 0.052
C -1.8481 1.4096 -1.3974 -0.036 -0.017 -0.143
O -1.3827 2.1356 -2.3003 0.060 0.035 0.064
O -1.1930 1.2741 -0.3035 -0.027 -0.122 -0.117
H -3.9953 -2.7941 2.0746 0.001 -0.020 -0.003
H -4.9343 -3.0164 0.6044 -0.007 0.015 -0.005
H -4.5374 -1.3912 1.1399 0.020 0.012 0.012
H -2.3134 -4.3804 1.0590 0.002 -0.001 0.000
H 0.3196 -2.7989 -1.9176 0.009 0.015 -0.006
H -1.1162 -0.8430 -2.1619 0.009 0.023 0.007
H -3.9667 1.3292 -1.5299 -0.006 -0.002 -0.042
H -3.1250 0.2316 -2.6289 0.022 -0.002 -0.006
I 4.0665 6.8744 -2.3273 0.005 0.005 0.001
C 3.0759 5.0761 -2.4255 -0.020 0.015 -0.025
C 3.4092 3.9719 -3.1841 -0.026 0.024 -0.019
N 2.4792 3.0396 -2.9442 0.000 0.049 -0.068
N 1.5529 3.4745 -2.0789 0.177 -0.187 0.067
C 1.9065 4.7127 -1.7490 -0.099 0.037 -0.115
H 4.2215 3.8018 -3.8696 0.004 -0.003 0.007
H 2.3865 2.0794 -3.2727 -0.032 -0.013 0.019
H 1.3024 5.3005 -1.0777 0.030 -0.016 0.040
```
Positions in Å, forces in eV/Å.

Computed properties:
Spin multiplicity = 2
Relative energy (zero: lowest compared OMol25 entry of this formula, charge and spin) = 6.53 kcal/mol
Expectation value of S² = 0.912
Energy = -96497.347 eV
Charge = +1
HOMO (alpha / beta) = -11.27 / -11.27 eV
HOMO-LUMO gap (alpha / beta) = 8.641 / 8.598 eV